122
Properties=species:S:1:pos:R:3:forces:R:3:mulliken_charge:R:1 method="wB97M-V/def2-TZVPD" gap_ev="4.21 / 4.21" energy_ha=-4459.65430 total_charge=0 relative_energy_ev=0.000 e_lumo_ev="-0.32 / -0.32" homo_ev="-4.53 / -4.53"
K -0.240124 0.485987 -0.350689 -0.46 -0.04 0.13 0.83
C -1.776172 -1.998637 4.586898 -0.61 0.01 0.11 -0.43
C -0.967081 -0.920473 3.934367 -1.06 0.67 -0.47 0.53
N -1.765219 -0.306568 2.812451 2.24 0.44 -0.25 -0.09
C -3.056053 -0.256723 2.970418 -0.47 -1.64 0.27 -0.13
C -3.739333 -1.118490 3.819332 -1.20 0.85 1.18 -0.81
N -3.072415 -1.962245 4.640874 1.00 -1.60 -0.60 -0.70
C -3.927280 0.550082 2.107621 -1.62 -0.30 -0.73 0.36
C -5.129640 1.058962 2.712150 1.02 0.60 0.58 -0.89
C -5.993327 1.878205 2.029201 0.56 -0.63 0.25 1.43
C -5.692099 2.109821 0.700002 0.93 -0.64 -1.86 -0.53
C -4.552081 1.566076 0.123835 1.02 -1.43 0.86 -0.06
N -3.707359 0.672178 0.796061 -0.90 2.45 -0.10 -0.03
C -4.119545 1.879599 -1.279731 -0.36 0.07 -0.27 -0.04
C -4.585390 3.025045 -1.998183 0.44 -1.07 0.13 -0.53
N -4.217369 3.290871 -3.238851 -0.37 -0.23 0.19 -0.65
C -3.417953 2.396496 -3.803928 -0.36 1.23 -1.33 -0.47
C -2.924068 1.324776 -3.115293 0.19 0.01 0.23 0.01
N -3.240312 1.036660 -1.846897 -0.34 0.92 -0.48 -0.03
C -7.174638 2.492053 2.630305 -0.67 0.54 1.17 0.49
C -7.554925 2.340071 3.992430 -0.54 0.31 -1.42 -0.41
C -8.785196 2.880945 4.395802 1.77 0.05 -1.87 -0.41
N -9.617119 3.516520 3.575588 -0.07 0.29 -0.18 -0.66
C -9.202183 3.751507 2.318253 0.04 -0.81 1.18 -0.42
C -7.969487 3.326357 1.843098 -1.12 -0.46 1.22 -0.59
H -1.263164 -2.843231 5.054961 -0.07 0.18 0.17 0.38
H -0.789235 -0.096593 4.674469 0.08 -0.28 -0.17 0.06
H -4.825385 -1.281002 3.761999 0.50 0.43 0.19 0.42
H -5.272838 0.905089 3.783371 0.20 -0.12 -0.46 0.51
H -6.397816 2.498833 -0.009364 -0.10 0.70 0.11 0.38
H -5.309482 3.715198 -1.639528 -0.32 0.39 0.91 0.51
H -3.233157 2.616387 -4.881829 0.33 -0.56 0.98 0.39
H -2.198325 0.763040 -3.651731 0.47 -0.99 0.10 0.20
H -6.954559 1.801426 4.708772 0.06 -0.09 -0.04 0.40
H -8.978807 2.818929 5.418026 -0.98 -0.09 1.50 0.43
H -9.938560 4.201697 1.672667 0.06 0.37 -0.15 0.38
H -7.738569 3.570483 0.851903 0.43 0.20 -1.16 0.39
C 5.634788 1.051297 -2.777723 0.34 -0.52 0.51 -0.88
N 4.553547 0.789424 -1.800743 -1.55 0.62 0.09 0.39
C 4.661252 0.249945 -0.501347 0.26 -0.02 -1.98 -0.65
C 3.394024 -0.031323 -0.102369 -0.75 -0.04 0.28 -0.84
N 2.446948 0.402353 -1.009209 2.36 0.58 -0.94 0.51
C 3.161558 0.932361 -2.042259 -0.02 -1.38 2.40 -0.44
P 2.303000 1.812356 -3.370352 1.19 1.16 -0.79 -0.40
C 1.222792 0.538238 -4.054642 -1.53 -2.23 -0.46 -0.36
N 0.340752 -0.204197 -3.342013 0.50 1.13 -1.14 0.30
C -0.294205 -1.027518 -4.235281 -2.09 -0.63 0.87 -0.84
C 0.170067 -0.889247 -5.496130 2.08 1.28 -0.60 -0.20
N 1.228141 0.094925 -5.407273 -1.89 -0.69 0.52 0.31
C 1.975252 0.594257 -6.580361 -0.87 1.07 1.11 -0.86
C 1.343005 3.175134 -2.523648 -1.61 0.29 1.91 -0.20
N 0.170651 3.034105 -1.798223 1.91 0.91 -1.58 0.23
C -0.197616 4.307256 -1.401931 1.31 -0.15 -0.68 -0.69
C 0.743281 5.234528 -1.773334 1.66 -1.23 -1.39 -0.67
N 1.785235 4.511251 -2.475161 -2.27 -0.42 0.91 0.47
C 2.839685 5.192172 -3.236402 -0.83 0.39 -0.72 -0.85
H 6.577626 1.234935 -2.234549 -0.53 0.29 -0.10 0.33
H 5.384626 1.892205 -3.435388 0.00 -0.21 0.34 0.29
H 5.869966 0.165504 -3.400581 -0.55 0.32 0.27 0.29
H 5.625992 0.023491 -0.062336 -0.22 0.03 -0.16 0.60
H 3.110764 -0.558212 0.808698 -0.01 0.37 -0.24 0.51
H -1.257680 -1.606751 -3.982950 2.04 0.80 -0.04 0.37
H -0.129002 -1.422772 -6.423598 0.55 0.76 0.80 0.41
H 2.068733 1.689551 -6.498996 -0.43 -0.35 -0.30 0.31
H 1.508957 0.275321 -7.508233 -0.21 0.13 0.16 0.32
H 2.972043 0.263389 -6.565877 1.33 -0.84 0.06 0.32
H -1.114985 4.534813 -0.895125 -0.16 -0.26 0.22 0.54
H 0.793008 6.324737 -1.740608 -0.03 -0.56 0.22 0.47
H 3.197149 6.089338 -2.682809 -0.15 -0.84 -0.31 0.30
H 2.368015 5.524403 -4.186182 0.41 0.10 0.48 0.33
H 3.651332 4.529064 -3.547161 -0.12 0.01 0.55 0.25
C 0.403106 -1.370122 3.454244 0.24 0.01 -1.18 -1.00
H 1.096264 -1.616801 4.268675 -0.07 0.49 -0.07 0.47
H 0.750025 -0.547566 2.787557 0.33 -0.41 0.72 0.01
H 0.417204 -2.272249 2.805126 -0.54 0.29 0.32 0.12
O -2.232521 -1.493259 -0.466943 -0.81 0.72 -0.44 -0.48
H -2.944383 -0.827382 -0.269548 0.83 -0.32 -0.38 0.42
H -2.066383 -1.810874 0.412398 0.31 -0.47 0.92 0.24
C 3.300994 -6.019503 -1.113336 -0.33 -0.31 -0.21 -1.38
P 1.790501 -5.057975 -0.824505 -0.48 0.84 0.01 0.15
C 0.480998 -6.205558 -1.333786 1.35 -0.36 0.17 0.24
C 0.523209 -7.564691 -1.049109 -0.35 -0.91 0.52 -0.02
C -0.634497 -8.348040 -1.259542 1.88 0.85 -0.33 -0.58
C -1.754015 -7.777840 -1.814203 -1.12 0.17 0.78 -0.57
C -1.746725 -6.433421 -2.112938 -0.47 0.50 -0.67 -0.32
C -0.601625 -5.665215 -1.956907 -1.26 0.47 -0.52 -0.50
C 1.647264 -5.269740 0.993681 0.31 -0.95 1.19 0.60
C 2.831907 -5.174660 1.786109 -0.43 0.29 -0.56 -0.53
C 2.898119 -5.679815 3.085515 -0.67 0.71 -1.78 -0.63
C 1.753447 -6.226644 3.636080 1.15 -0.50 1.91 -0.38
C 0.577390 -6.252927 2.961361 -1.49 0.15 -1.62 -0.62
C 0.502134 -5.793263 1.625603 0.86 0.09 0.60 -0.20
H 4.073929 -5.316192 -0.848119 0.70 -0.22 -0.04 0.43
H 3.327742 -6.263301 -2.178027 0.23 0.16 0.04 0.39
H 3.344949 -6.945477 -0.540593 0.23 0.12 0.12 0.36
H 1.449820 -7.995065 -0.592818 -1.10 0.27 -0.39 0.14
H -0.599399 -9.382453 -1.061414 -0.03 -1.06 0.37 0.45
H -2.707914 -8.318397 -1.840982 0.52 0.03 -0.28 0.32
H -2.656607 -5.960326 -2.469383 0.11 -0.06 -0.14 0.38
H -0.579674 -4.639657 -2.327606 -0.09 -0.10 0.44 0.45
H 3.700770 -4.675017 1.330752 -0.25 -0.45 0.32 0.22
H 3.827884 -5.637280 3.593866 0.57 -0.01 0.59 0.46
H 1.866101 -6.638481 4.652086 -0.42 0.16 -0.52 0.32
H -0.347302 -6.680498 3.358003 0.47 0.15 0.22 0.40
H -0.447271 -5.904499 1.119914 0.08 0.07 -0.21 0.44
C 6.664562 2.790663 2.940510 -0.33 1.05 -1.47 -1.29
C 5.358603 3.434236 2.537804 -1.86 -0.66 -0.24 0.62
C 5.233908 4.753133 2.236336 0.59 0.57 -0.36 -0.79
C 4.104369 5.197342 1.494300 -1.28 -0.36 0.94 0.78
N 3.028449 4.434461 1.347821 0.90 1.11 -1.03 -0.40
C 3.029130 3.194718 1.826607 -1.40 -1.22 1.31 -0.13
S 1.626474 2.258915 2.035318 0.82 0.48 -0.29 -0.28
N 4.200086 2.692658 2.350932 1.52 -0.31 0.40 0.02
C 3.952084 6.582280 0.931597 1.59 0.40 0.56 -1.01
H 6.985148 3.262246 3.862223 0.47 0.04 0.00 0.38
H 7.343565 3.042931 2.041851 -0.62 -0.70 1.76 0.30
H 6.546873 1.730464 3.095259 0.15 -0.33 -0.08 0.33
H 6.046639 5.404697 2.529407 0.05 0.17 -0.48 0.42
H 4.069880 1.782202 2.804734 0.31 0.31 -0.53 0.29
H 3.453996 7.273164 1.636545 0.22 -0.44 -0.24 0.26
H 3.379775 6.516375 0.037434 -0.65 -0.02 -0.62 0.15
H 4.948582 6.998042 0.665374 -0.59 -0.10 0.28 0.38

19
Properties=species:S:1:pos:R:3:forces:R:3:mulliken_charge:R:1 method="wB97M-V/def2-TZVPD" smiles="C=C(C)[C@@H](C)NN" gap_ev=9.72 energy_ha=-307.12016 total_charge=0 relative_energy_ev=2.971 e_lumo_ev=1.02 homo_ev=-8.69
C -1.880100 0.468651 1.092529 0.61 1.81 -1.27 -1.11
C -0.862447 0.551826 0.214454 0.27 -2.44 2.00 0.69
C -0.877823 1.194672 -1.055356 1.74 1.50 -3.87 -1.10
C 0.386132 -0.462623 0.365925 -1.55 0.08 -0.20 -0.07
C -0.085860 -1.835191 -0.101355 1.11 -0.50 -3.53 -1.26
N 1.434655 -0.036549 -0.510760 0.96 -0.83 -0.37 -0.13
N 2.205844 0.941361 0.140725 2.00 -0.03 -0.12 -0.78
H -1.614019 -0.059545 1.959757 -0.43 -0.75 1.33 0.33
H -2.811484 1.096000 1.039049 1.07 -0.91 -0.02 0.30
H -0.642987 0.459065 -1.910872 -0.14 0.90 1.36 0.23
H -1.832808 1.603777 -1.344281 -0.37 0.47 0.29 0.43
H -0.037118 2.013843 -1.191501 -1.67 -1.51 0.36 0.21
H 0.821459 -0.494005 1.403443 -0.87 -0.16 -0.46 0.43
H -0.778610 -1.912589 -1.055266 1.46 0.86 1.71 0.23
H 0.839577 -2.444975 -0.382994 -1.16 0.55 0.45 0.33
H -0.612664 -2.367738 0.601794 -1.11 -1.09 1.95 0.40
H 2.067633 -0.815362 -0.797250 -0.84 0.97 0.42 0.29
H 1.570745 1.549067 0.582857 -1.00 1.28 0.26 0.30
H 2.709881 0.550313 0.949100 -0.10 -0.20 -0.26 0.26

136
Properties=species:S:1:pos:R:3:forces:R:3:mulliken_charge:R:1 method="wB97M-V/def2-TZVPD" smiles="COC(=O)OC.COC(=O)OC.COC(=O)OC.COC(=O)OC.COC(=O)OC.COC(=O)OC.COC(=O)OC.COC(=O)OC.O=C1OCCO1.O=C1OCCO1.O=C1OCCO1.O=C1OCCO1" gap_ev=10.05 energy_ha=-4118.63843 total_charge=0 relative_energy_ev=4.716 e_lumo_ev=0.02 homo_ev=-10.03
C 3.374739 -0.627516 -5.729110 0.74 -0.73 0.15 -0.49
O 3.011206 -1.719585 -6.595475 -1.16 0.86 0.23 -0.28
C 3.981813 -2.308189 -7.224935 3.75 -0.79 -0.46 0.89
O 5.226251 -2.114813 -7.087185 -3.95 -0.56 -0.53 -0.68
O 3.394975 -3.199276 -8.048909 0.30 -0.72 0.24 -0.34
C 4.165816 -4.144815 -8.816906 0.61 0.71 -0.94 -0.70
H 2.502201 -0.214519 -5.222950 -0.14 -0.28 -0.46 0.26
H 3.885796 0.113407 -6.343873 0.06 0.11 0.36 0.38
H 4.012312 -1.125293 -4.998480 0.28 0.74 0.28 0.07
H 4.618938 -5.008900 -8.330965 -0.24 0.39 0.90 0.28
H 4.960354 -3.600847 -9.327704 0.11 -0.03 0.09 0.31
H 3.529108 -4.562298 -9.596917 -0.38 0.34 0.26 0.27
C 0.377626 -3.863884 -5.315394 0.75 -1.65 -0.05 -0.86
O -0.394084 -3.663863 -4.156401 -1.19 1.45 0.31 -0.13
C -1.232710 -2.595590 -4.156932 1.15 0.75 0.76 0.58
O -1.489239 -1.894721 -5.109659 -0.16 -0.69 1.02 -0.60
O -1.519468 -2.409137 -2.842283 -0.35 0.82 -0.16 -0.11
C -2.205201 -1.173473 -2.409033 -0.85 -1.17 -1.36 -0.65
H -0.204339 -4.451951 -6.025036 0.12 0.28 -0.32 0.33
H 1.138240 -4.510096 -4.877260 0.31 -0.19 -0.59 0.24
H 0.906729 -3.030336 -5.777302 -0.63 0.41 0.25 0.39
H -2.748237 -1.417330 -1.495934 0.59 -0.01 0.18 0.21
H -2.988344 -1.000880 -3.147278 0.11 0.38 -0.09 0.42
H -1.551247 -0.304025 -2.341833 0.14 -0.36 0.09 0.19
C -4.295164 -0.365286 7.238335 -0.72 -0.67 -0.94 -0.57
O -3.667841 -0.249717 5.878444 -1.76 3.67 3.99 -0.01
C -3.427348 -1.319386 5.278224 3.13 -6.40 -2.14 0.53
O -3.550015 -2.512266 5.644377 -0.55 3.06 -0.52 -0.65
O -2.726415 -0.992591 4.154344 -0.88 0.61 -0.35 -0.09
C -2.132775 -1.985758 3.281784 0.46 0.38 0.99 -0.73
H -4.527434 0.573441 7.741280 0.73 0.49 -0.89 0.14
H -3.727667 -0.982998 7.934383 0.22 -0.12 -0.55 0.33
H -5.273416 -0.804318 7.042453 0.20 -0.29 0.30 0.18
H -1.622842 -1.455773 2.477300 -0.57 0.30 -0.10 0.01
H -2.853035 -2.713397 2.907790 0.11 0.03 0.28 0.36
H -1.288679 -2.370743 3.853943 -0.28 -0.84 -0.02 0.39
C -4.922587 1.235646 1.548015 0.01 1.26 -1.18 -0.37
O -6.041166 0.770927 2.287946 -0.38 -1.22 1.03 -0.41
C -6.077996 -0.542032 2.674044 1.53 -0.93 -1.46 0.90
O -5.518685 -1.435487 2.025645 -1.43 1.69 2.15 -0.58
O -6.823828 -0.644921 3.803014 0.62 1.36 -0.81 -0.35
C -6.791620 -1.786647 4.640048 -0.67 -1.35 -1.01 -0.45
H -4.493527 0.574607 0.794994 0.04 -0.66 0.71 0.32
H -4.200777 1.762598 2.172038 0.18 -0.75 0.37 0.09
H -5.259874 2.065257 0.926670 -0.58 0.01 0.09 0.27
H -7.824392 -2.090864 4.810161 -0.12 0.28 0.14 0.30
H -6.324992 -1.624448 5.611671 0.27 0.22 -0.47 -0.05
H -6.374549 -2.615129 4.067531 0.54 -0.02 0.38 0.35
C 4.337846 -2.750724 -0.481592 -1.93 0.04 0.54 -0.51
O 5.300766 -3.426582 -1.260412 0.90 -0.12 -0.56 -0.38
C 5.272307 -3.303736 -2.593284 -0.46 0.68 -1.93 0.71
O 4.406687 -2.757954 -3.277637 1.22 -0.83 1.52 -0.35
O 6.394400 -3.877821 -3.122528 -0.40 0.48 -0.35 -0.41
C 6.630257 -3.752534 -4.582504 -0.63 0.61 0.26 -0.35
H 3.339339 -2.883612 -0.898047 0.06 0.27 -0.45 0.13
H 4.502212 -1.691085 -0.286045 0.49 0.00 -0.59 0.23
H 4.208196 -3.206079 0.500215 0.82 -0.41 -0.10 0.40
H 6.311134 -4.640724 -5.127843 0.13 -0.20 0.45 0.29
H 7.675795 -3.519978 -4.784665 0.11 -0.48 0.63 0.34
H 6.100999 -2.923534 -5.052333 -0.38 0.02 0.53 -0.04
C 1.178844 -0.717402 -1.723985 1.25 -0.60 2.55 -0.82
O 0.435740 0.365335 -1.049059 0.42 -0.84 -2.23 -0.35
C 0.099110 0.313944 0.212167 -0.65 -2.55 2.94 0.76
O 0.267191 -0.630721 1.060862 -0.56 3.86 -3.67 -0.52
O -0.575417 1.493284 0.413891 0.23 -2.18 0.13 -0.14
C -0.959529 1.699622 1.760575 0.43 1.27 1.36 0.27
H 1.127763 -0.836088 -2.806298 -0.62 1.05 0.20 0.18
H 0.992085 -1.693749 -1.276813 -0.86 0.09 0.05 0.27
H 2.197452 -0.546207 -1.375805 0.19 0.15 -0.77 0.34
H -0.037347 1.979851 2.269644 -0.12 0.00 0.41 0.05
H -1.411520 0.902886 2.351341 0.07 -0.56 -0.78 -0.28
H -1.640973 2.549134 1.805911 0.03 -0.01 -0.45 0.30
C -3.638360 4.116896 8.609372 -0.77 0.25 -0.44 -0.70
O -2.512391 3.493052 7.951286 0.13 -0.46 -1.06 -0.36
C -2.505654 3.349671 6.518363 -2.63 1.99 2.42 0.77
O -3.347395 3.867002 5.820525 0.99 -0.61 0.43 -0.56
O -1.494005 2.613993 6.182330 0.70 0.46 2.23 -0.32
C -1.207383 2.479621 4.850092 -0.28 -1.84 -2.79 -0.37
H -4.049603 4.939919 8.024904 0.06 -0.20 -0.19 0.30
H -3.487251 4.504113 9.617014 1.64 0.19 -0.21 0.30
H -4.447732 3.450099 8.906697 -0.09 -0.75 -1.04 0.25
H -2.127662 2.417219 4.269331 -0.11 0.33 -0.02 0.22
H -0.781434 1.481756 4.745523 0.32 0.08 0.02 0.15
H -0.534636 3.183576 4.360222 0.00 0.46 0.73 0.30
C -1.631717 -6.826565 -2.611695 1.23 1.85 0.39 -0.33
O -2.733431 -6.460999 -1.759504 -0.25 0.96 1.29 -0.30
C -2.589308 -5.569871 -0.718950 -0.22 0.97 1.38 0.78
O -3.490604 -5.236220 0.066864 2.35 -1.53 -2.91 -0.59
O -1.276157 -5.058204 -0.599957 -2.58 -1.03 -0.70 -0.27
C -1.048055 -4.290150 0.584752 -0.43 -0.24 0.79 -0.49
H -0.717300 -6.887439 -2.021591 -0.16 -1.21 0.25 0.30
H -1.299523 -5.968415 -3.195926 -0.71 0.27 -0.51 -0.04
H -1.876226 -7.641315 -3.293240 -0.20 -0.07 0.71 0.29
H -0.748476 -3.271777 0.337190 0.75 -0.35 -0.11 0.18
H -0.410843 -4.936000 1.188862 0.75 0.74 -0.04 0.34
H -1.914005 -4.147951 1.231282 -0.46 -0.30 -0.56 0.19
O 1.571939 0.303796 3.480425 1.89 2.91 1.59 -0.41
C 2.381703 1.152769 3.860698 -1.79 -2.41 -1.72 0.62
O 3.631731 0.844333 4.215419 0.29 0.14 -0.09 -0.39
C 4.400849 2.027786 4.297243 0.58 0.93 0.87 -0.43
C 3.418019 3.200593 4.025456 2.06 -1.19 -0.85 -0.27
O 2.200664 2.499881 3.850104 -1.01 0.32 0.42 -0.21
H 4.766022 2.166547 5.314838 0.10 -0.47 0.07 0.30
H 5.276243 2.005478 3.648177 -0.27 -0.23 -0.24 0.27
H 3.693425 3.701673 3.097459 -0.35 0.05 -0.09 0.27
H 3.601553 3.906050 4.835863 -1.44 0.04 0.18 0.28
O -3.516198 4.003523 0.945783 -0.95 2.72 -1.78 -0.41
C -4.000713 4.970617 0.356960 0.07 -1.91 2.16 0.53
O -4.875726 5.834173 0.933475 0.20 -0.86 1.35 -0.34
C -5.437535 6.738464 0.040970 0.22 -0.50 -2.58 -0.29
C -4.638549 6.364413 -1.302606 -1.12 2.51 1.29 -0.33
O -3.821482 5.306240 -0.910231 0.89 -0.77 -0.87 -0.31
H -6.488390 6.549772 -0.178544 -0.14 -0.09 0.71 0.24
H -5.289507 7.773054 0.350522 0.11 -0.20 0.08 0.30
H -4.098729 7.291995 -1.493086 0.69 -0.49 -0.59 0.26
H -5.281285 6.141897 -2.154353 0.16 -0.39 0.20 0.31
O 3.489174 1.339417 -2.231056 -1.96 0.38 0.63 -0.29
C 4.603051 1.255294 -2.579276 0.77 -1.39 0.46 0.49
O 5.377491 0.170498 -2.305179 -1.46 0.62 0.59 -0.21
C 6.596363 0.385509 -2.889512 2.63 -2.23 -1.33 -0.15
C 6.494331 1.615105 -3.739933 1.06 1.48 0.72 -0.35
O 5.275029 2.151789 -3.253561 -0.13 1.40 -1.34 -0.40
H 7.415501 0.428042 -2.171668 -0.22 0.27 0.32 0.34
H 6.800360 -0.500745 -3.490392 0.20 -0.07 -0.19 0.06
H 6.582029 1.587623 -4.826046 -0.77 -0.65 0.00 0.28
H 7.274445 2.322562 -3.458810 0.03 0.08 0.09 0.27
O 1.332141 7.178435 -1.479271 -0.27 -3.02 -0.10 -0.63
C 1.263176 5.966253 -1.265924 1.60 3.06 -0.13 0.52
O 1.902267 4.990697 -1.898928 1.38 -0.32 -2.17 -0.40
C 1.519091 3.677993 -1.457412 -1.03 0.63 0.25 0.27
C 0.682524 4.073376 -0.248989 -1.33 -1.91 -0.80 0.48
O 0.684927 5.444273 -0.226408 -0.60 2.10 2.45 -0.43
H 0.866672 3.231520 -2.207819 0.45 -0.16 -0.16 0.06
H 2.326717 3.003341 -1.173352 0.26 0.56 -0.57 0.08
H 1.103487 3.553366 0.611526 -0.63 0.64 0.51 -0.09
H -0.373605 3.932276 -0.478742 0.04 -1.43 0.77 0.09